Entry 1:
Molecular formula: H24O12
Method: DFT, wB97M-V/def2-TZVPD

Properties
SMILES string: O.O.O.O.O.O.O.O.O.O.O.O
Spin multiplicity: 1
ΔE to the lowest compared entry with this formula, charge and spin in eV: 5.695

XYZ file:
```
36
Properties=species:S:1:pos:R:3:forces:R:3
H 1.675275 0.511392 -0.747906 0.266 0.080 -0.245
H 0.470818 -0.237314 -0.201311 0.082 -0.127 -0.048
H -2.575175 -2.098202 0.185378 0.016 0.038 0.532
H -3.590530 -1.049841 -0.238928 0.488 0.119 -0.177
H 5.800360 1.581285 -0.563723 -0.072 0.026 0.038
H 4.804779 1.396654 -1.697201 -0.114 0.012 0.131
H -4.286777 0.878679 1.557576 -0.038 0.192 0.124
H -3.425676 -0.342880 1.833868 0.367 -0.166 -0.159
H -1.707920 0.254486 -1.208087 -0.286 -0.109 -0.108
H -2.712774 0.449195 -2.331653 0.326 0.405 -0.596
H 0.502958 0.234505 -4.377629 -0.089 0.004 0.125
H 1.135196 1.607864 -4.533209 -0.115 -0.065 -0.034
H -1.540888 -3.080990 2.020051 -0.045 0.359 0.453
H -0.580662 -1.906084 1.932846 -0.383 0.246 0.236
H 0.498397 -4.444766 3.066897 0.130 -0.041 0.027
H 0.385967 -3.584980 1.818631 0.326 -0.175 0.010
H 0.075648 -4.847513 -1.958590 0.044 0.071 -0.080
H -0.563218 -3.547361 -1.498705 0.005 0.170 -0.151
H -0.880825 3.405684 2.976236 0.002 0.027 -0.069
H -1.317481 2.454219 1.874380 -0.068 -0.031 -0.075
H 2.030211 2.632860 -2.294273 -0.048 -0.170 0.067
H 1.385825 2.545917 -0.920502 0.098 0.105 0.077
H 1.936630 2.524531 2.499107 0.062 0.027 -0.065
H 2.001948 4.041844 2.558582 0.044 -0.102 -0.032
O 1.433933 -0.219843 -0.168216 -0.424 -0.287 0.376
O -2.642809 -1.192035 -0.135990 -0.324 -4.966 3.477
O 4.886752 1.764576 -0.810125 0.288 -0.045 -0.110
O -3.579193 0.345958 1.177419 -1.081 1.484 1.125
O -2.363920 -0.219496 -1.731533 0.499 3.300 -4.670
O 0.346681 1.168061 -4.195854 0.166 0.069 -0.119
O -1.492882 -2.127382 2.151644 -1.175 1.029 -0.690
O 0.032291 -3.680257 2.710161 1.370 -1.627 0.383
O 0.166910 -3.890386 -2.026185 -0.083 -0.200 0.202
O -0.879437 3.300648 2.018136 0.071 -0.083 0.122
O 2.046181 2.119804 -1.478487 -0.154 0.361 -0.142
O 2.523404 3.251168 2.737196 -0.149 0.071 0.065
```
Positions in Å, forces in eV/Å.

Entry 2:
Molecular formula: H24O12
Method: DFT, wB97M-V/def2-TZVPD

Properties
SMILES string: O.O.O.O.O.O.O.O.O.O.O.O
Spin multiplicity: 1
ΔE to the lowest compared entry with this formula, charge and spin in eV: 1.737

XYZ file:
```
36
Properties=species:S:1:pos:R:3:forces:R:3
O -22.460930 -5.647580 -9.920460 -0.025 0.169 0.099
H -22.301190 -6.586410 -9.824030 0.040 -0.264 0.091
H -22.332250 -5.476830 -10.853480 0.012 0.129 -0.232
O -21.938260 -10.278990 -3.985450 -0.584 0.138 0.373
H -21.572260 -10.921060 -3.377160 -0.010 -0.116 0.212
H -21.296220 -10.225950 -4.693410 0.408 -0.313 -0.422
O -24.413560 -10.095090 -5.960040 -0.300 -0.415 -0.256
H -23.735380 -9.430650 -6.081780 0.238 0.276 -0.084
H -24.516540 -10.161780 -5.010730 -0.003 -0.125 0.244
O -22.102980 -5.784620 -6.006920 0.554 0.427 -0.553
H -22.532940 -6.392770 -6.608190 -0.386 0.140 -0.048
H -22.169380 -6.206770 -5.150410 -0.188 -0.126 0.376
O -20.626540 -11.107330 -9.715080 0.649 -0.511 -0.497
H -20.421750 -10.172300 -9.711740 -0.024 0.074 0.061
H -21.103480 -11.251470 -8.897780 -0.513 -0.176 0.384
O -19.324100 -6.153850 -7.118010 0.622 -0.235 -0.429
H -20.134770 -6.634160 -7.286440 -0.559 0.275 0.160
H -18.968510 -6.554010 -6.324500 0.056 0.120 0.259
O -22.436130 -11.713840 -7.743060 0.266 -0.233 0.012
H -22.897670 -12.488070 -8.065210 -0.045 -0.238 -0.135
H -23.096130 -11.230480 -7.246070 -0.408 0.402 0.477
O -20.011120 -9.847590 -5.829840 -0.005 0.299 -0.137
H -19.612890 -9.037330 -5.511830 0.236 0.352 0.279
H -19.291230 -10.321460 -6.246300 0.107 -0.384 -0.298
O -20.901690 -8.475300 -9.904820 -0.161 0.532 0.247
H -20.073770 -8.023070 -10.066900 0.337 0.422 0.067
H -21.245330 -8.666890 -10.777430 -0.261 -0.213 -0.340
O -22.273980 -8.713910 -7.121220 -0.141 0.194 0.017
H -22.098250 -8.589390 -8.053870 0.168 -0.108 -0.602
H -21.425430 -8.950240 -6.746590 0.451 -0.388 0.180
O -22.408650 -7.430670 -3.917710 0.018 0.228 0.137
H -22.257980 -8.302770 -4.282360 -0.058 -0.448 0.178
H -22.541800 -7.581550 -2.981900 -0.037 -0.018 0.204
O -24.511840 -7.175510 -7.316590 -0.217 0.348 -0.164
H -23.802660 -7.817990 -7.293930 0.019 -0.143 0.149
H -25.278790 -7.674450 -7.597800 -0.256 -0.072 -0.010
```
Positions in Å, forces in eV/Å.

Entry 3:
Molecular formula: H24O12
Method: DFT, wB97M-V/def2-TZVPD

Properties
Spin multiplicity: 1
ΔE to the lowest compared entry with this formula, charge and spin in eV: 13.821

XYZ file:
```
36
Properties=species:S:1:pos:R:3:forces:R:3
O -0.869542 -1.652484 -1.829376 -2.202 0.226 -2.305
H -0.250184 -0.986846 -2.128637 -0.295 -0.477 0.233
H -1.047461 -2.181619 -2.606937 -0.357 -0.578 -0.090
O -1.902422 1.660016 1.128011 -0.713 2.237 2.993
H -1.926673 1.099222 0.352666 0.162 0.636 0.782
H -1.153644 2.238312 0.982612 -0.985 -0.225 0.259
O -1.241381 -1.680618 1.747731 -1.744 -0.953 0.659
H -1.813621 -1.299781 1.081597 -0.208 0.259 0.323
H -0.357119 -1.442628 1.469015 -0.037 0.071 0.477
O 0.344065 -2.730791 -0.213971 -0.475 -3.518 -3.838
H 0.006649 -2.055044 -0.801975 -0.186 -0.599 0.373
H -0.344160 -3.395699 -0.192496 -0.104 -0.124 0.424
O 1.234189 -2.008858 1.563646 -0.289 -6.505 2.042
H 0.965811 -2.210248 0.667179 0.399 -0.173 -0.054
H 1.062313 -2.813857 2.052188 -0.083 -0.263 0.284
O 0.219033 2.542963 0.239027 -0.371 2.108 0.950
H 0.818399 2.218007 -0.432836 0.720 0.647 -0.190
H 0.240275 3.494741 0.139541 0.027 0.249 -0.028
O 2.081111 -0.265594 2.160860 5.325 3.608 1.299
H 1.602329 -1.084230 2.031116 1.108 1.269 1.200
H 1.413042 0.416521 2.092828 1.617 -0.709 0.827
O -2.271852 0.372302 -0.620286 -1.510 -2.212 -3.821
H -2.602875 0.730650 -1.443837 -0.515 0.296 -0.090
H -1.733136 -0.374138 -0.882684 -0.130 -0.445 0.206
O 0.591460 1.333436 2.218323 -2.531 2.865 2.288
H 0.379061 1.935598 2.931426 -0.179 -0.222 0.385
H 0.473479 1.852469 1.422765 0.177 1.290 0.192
O 0.683189 0.168501 -2.110439 0.293 -5.691 -3.490
H 1.450988 -0.340754 -2.369987 1.023 -0.401 0.181
H 0.160027 0.237833 -2.909016 -0.215 0.951 -0.845
O 0.930536 2.221446 -1.801154 1.355 4.682 -2.408
H 0.858448 1.267897 -1.759028 0.497 1.582 0.409
H 1.576883 2.383128 -2.488409 0.374 0.367 -0.064
O 0.015753 -0.225613 0.243878 0.648 0.447 -1.584
H 0.182988 0.007258 -0.669380 -0.149 -0.024 1.448
H 0.224038 0.568503 0.736039 -0.446 -0.671 0.576
```
Positions in Å, forces in eV/Å.

Entry 4:
Molecular formula: H24O12
Method: DFT, wB97M-V/def2-TZVPD

Properties
SMILES string: O.O.O.O.O.O.O.O.O.O.O.O
Spin multiplicity: 1
ΔE to the lowest compared entry with this formula, charge and spin in eV: 4.319

XYZ file:
```
36
Properties=species:S:1:pos:R:3:forces:R:3
H -0.737758 -0.594958 -0.247538 -0.830 0.133 0.031
H 0.495148 0.114205 -0.845079 -0.297 -0.015 0.077
H -4.177990 2.456644 -1.687988 0.420 0.250 0.232
H -2.921318 3.234287 -1.291440 1.159 2.947 -0.477
H 0.443204 -3.457140 -1.789559 -0.096 0.125 -0.113
H -1.078109 -3.196927 -1.879833 1.091 -0.789 0.506
H 4.305020 -1.080683 0.860258 -1.495 0.028 0.119
H 5.238395 -2.228701 0.333580 -0.439 2.250 0.626
H 4.286819 1.275589 0.660089 1.060 1.593 3.847
H 3.415918 1.349978 -0.444281 0.481 -0.554 -0.322
H -1.269353 2.402798 -1.844851 -2.861 -0.249 -1.858
H -0.318602 3.410665 -1.181005 -0.212 -0.670 -0.349
H -5.558856 -1.029906 -0.927993 -0.263 0.436 -0.241
H -4.888675 -2.063045 -0.163451 2.536 -1.269 0.826
H 2.077511 -2.490447 -1.116066 -0.830 0.645 0.393
H 2.878056 -3.685498 -1.599500 0.423 1.624 0.734
H -1.190825 -1.013484 2.993803 -0.586 0.956 -1.015
H 0.094526 -1.385307 3.576373 -0.010 -0.157 0.243
H 1.581530 4.382088 0.231664 -0.787 0.178 0.013
H 2.974201 4.103153 0.331279 1.955 0.381 0.090
H -0.019844 1.966154 1.156517 -0.628 -1.468 0.294
H -0.691461 0.549040 0.923514 -0.077 0.437 -0.460
H -2.715754 -1.048339 0.709989 -0.953 1.362 1.261
H -2.520522 -0.361634 2.073864 -0.374 0.257 0.058
O 0.098680 -0.747191 -0.655170 1.151 -0.425 -0.696
O -3.372819 2.458554 -1.147583 -1.821 -3.087 0.215
O -0.398999 -3.798728 -1.480496 -1.109 0.607 -0.469
O 5.175771 -1.244272 0.565619 2.390 -3.052 -0.581
O 4.198444 0.849268 -0.128478 -2.048 -0.154 -3.678
O -0.522491 2.471660 -1.334466 3.379 0.695 2.193
O -5.731639 -1.742540 -0.316574 -2.356 0.820 -0.567
O 2.979212 -2.763946 -1.212473 0.404 -2.223 -0.995
O -0.851640 -1.552986 3.674726 0.883 -0.814 0.909
O 2.167047 3.634361 0.320074 -1.152 -0.550 -0.082
O -0.356691 1.138165 1.587950 0.771 1.433 0.682
O -3.086127 -0.310861 1.294508 1.121 -1.685 -1.448
```
Positions in Å, forces in eV/Å.